A structure of composition C22H33CsN6O2S7 at a distorted geometry. Source: the OMol25 dataset; level of theory: ωB97M-V/def2-TZVPD.

## Properties
energy relative to the best compared isomer or geometry (same formula, charge and spin): 0.000 eV
electronic energy: -112783.554 eV
total charge: -2
E_HOMO: -1.2 eV
F_max: 1.815 eV/A

Atoms and positions in Å:
Cs1 -1.816 -1.362 -1.685
C1 -2.527 3.736 -0.244
C2 -3.575 3.115 -1.218
N1 -3.830 1.704 -0.923
C3 -4.875 1.402 0.030
C4 -4.586 1.791 1.493
S1 -3.059 1.069 2.193
C5 -1.990 2.531 2.444
C6 -0.915 2.730 1.370
N2 -1.412 2.822 0.001
H1 -3.051 3.995 0.709
H2 -2.175 4.691 -0.625
H3 -3.157 3.138 -2.220
H4 -4.467 3.752 -1.210
H5 -3.965 1.228 -1.801
H6 -5.058 0.298 -0.053
H7 -5.859 1.907 -0.197
H8 -5.415 1.439 2.091
H9 -4.479 2.869 1.578
H10 -1.519 2.313 3.384
H11 -2.605 3.453 2.614
H12 -0.265 1.879 1.386
H13 -0.350 3.632 1.613
H14 -1.763 1.883 -0.216
S2 -2.495 0.898 -4.396
S3 -4.426 0.066 -4.489
S4 -4.513 -1.858 -3.774
S5 -5.383 -1.807 -1.904
C7 3.459 -6.529 5.248
C8 3.002 -5.740 4.060
C9 2.070 -4.687 4.198
C10 1.599 -3.998 3.095
C11 2.098 -4.275 1.816
C12 3.022 -5.292 1.668
C13 3.463 -5.993 2.792
S6 1.511 -3.287 0.401
O1 2.563 -3.332 -0.620
O2 0.279 -3.997 0.088
N3 1.141 -1.814 0.876
C14 2.081 -0.874 1.080
C15 3.489 -1.094 1.100
C16 4.387 -0.067 1.308
C17 3.886 1.191 1.623
C18 2.508 1.347 1.625
N4 1.631 0.375 1.367
H15 2.965 -7.533 5.231
H16 3.191 -6.053 6.177
H17 4.554 -6.618 5.339
H18 1.750 -4.453 5.204
H19 0.890 -3.182 3.190
H20 3.410 -5.467 0.656
H21 4.251 -6.739 2.637
H22 3.844 -2.083 0.811
H23 5.458 -0.245 1.301
H24 4.508 2.054 1.848
H25 2.050 2.331 1.801
C19 0.100 2.895 -5.924
N5 0.722 2.470 -4.680
C20 0.120 2.808 -3.384
C21 0.666 1.733 -2.443
N6 1.857 1.299 -3.192
C22 1.707 1.579 -4.519
S7 2.672 0.883 -5.745
H26 0.010 3.984 -5.866
H27 -0.902 2.440 -6.002
H28 0.791 2.577 -6.722
H29 -0.974 2.781 -3.443
H30 0.469 3.819 -3.139
H31 -0.041 0.880 -2.426
H32 0.875 2.099 -1.454
H33 2.401 0.494 -2.933

---

A cluster of 6 separate species, C6H25NO5 in total at a distorted geometry. Source: the OMol25 dataset; level of theory: ωB97M-V/def2-TZVPD.

## Properties
energy relative to the best compared isomer or geometry (same formula, charge and spin): 1.772 eV
electronic energy: -18354.505 eV
total charge: 0
E_HOMO: -10.1 eV
SMILES: CCCC[C@H](C)N.O.O.O.O.O
F_max: 1.537 eV/A

Atoms and positions in Å:
C1 -1.234 -0.665 -3.456
C2 -0.339 -0.024 -2.401
C3 -0.605 -0.492 -0.977
C4 0.351 0.168 0.029
C5 0.814 -0.877 1.065
C6 1.504 -0.257 2.265
N1 1.819 -1.692 0.374
H1 -0.862 -1.046 -4.408
H2 -1.779 -1.556 -3.116
H3 -2.017 0.056 -3.703
H4 0.729 -0.049 -2.638
H5 -0.504 1.059 -2.475
H6 -1.631 -0.285 -0.705
H7 -0.455 -1.571 -0.990
H8 1.210 0.658 -0.412
H9 -0.157 1.018 0.495
H10 -0.084 -1.423 1.383
H11 1.524 -0.923 3.135
H12 1.005 0.600 2.730
H13 2.526 0.016 2.023
H14 2.142 -2.447 0.972
H15 1.420 -2.158 -0.435
O1 -2.374 -3.492 0.123
H16 -2.847 -4.121 0.675
H17 -2.299 -2.664 0.610
O2 0.661 3.625 -1.193
H18 0.359 3.325 -2.063
H19 1.016 2.786 -0.894
O3 -3.296 -0.233 1.013
H20 -2.364 -0.205 0.772
H21 -3.709 -0.632 0.238
O4 3.399 1.423 0.199
H22 2.458 1.306 0.385
H23 3.654 0.538 -0.092
O5 0.237 3.457 4.157
H24 0.350 3.757 3.244
H25 -0.621 3.020 4.072

---

A structure of composition C14H14CeCl3IN2O2 at a distorted geometry. Source: the OMol25 dataset; level of theory: ωB97M-V/def2-TZVPD.

## Properties
energy relative to the best compared isomer or geometry (same formula, charge and spin): 0.000 eV
electronic energy: -80402.749 eV
total charge: +2
E_HOMO (spin up / spin down): -15.7 / -15.7 eV
F_max: 2.341 eV/A

Atoms and positions in Å:
C1 -3.357 0.791 -1.378
C2 -2.377 1.918 -1.701
H1 -3.255 -0.084 -2.045
H2 -4.361 1.184 -1.530
H3 -3.372 0.445 -0.323
H4 -1.307 1.646 -1.884
H5 -2.691 2.328 -2.669
H6 -2.420 2.705 -0.933
C3 0.341 -2.873 0.666
C4 1.199 -3.961 0.839
C5 2.515 -3.815 0.382
C6 2.941 -2.600 -0.156
H7 -0.699 -2.840 1.039
H8 0.814 -4.887 1.257
H9 3.206 -4.647 0.414
H10 3.965 -2.433 -0.470
N1 0.703 -1.793 -0.044
C7 2.011 -1.558 -0.324
C8 2.357 -0.170 -0.652
N2 1.302 0.695 -0.805
C9 1.570 2.010 -0.979
C10 3.928 1.660 -0.750
C11 2.859 2.540 -0.932
H11 0.674 2.619 -1.129
H12 2.996 3.620 -1.006
C12 3.685 0.289 -0.636
H13 4.484 -0.442 -0.446
H14 4.951 2.012 -0.677
Ce1 -1.071 -0.116 -0.267
I1 -2.527 -2.592 -1.368
Cl1 -2.082 1.319 4.698
C13 -0.508 1.163 3.892
Cl2 0.331 2.719 3.848
Cl3 0.491 -0.083 4.642
C14 -0.782 0.748 2.392
O1 -1.625 1.370 1.650
O2 -0.138 -0.236 1.918

---

An isolated molecule of C4H2Cl2 at a distorted geometry. Source: the OMol25 dataset; level of theory: ωB97M-V/def2-TZVPD.

## Properties
energy relative to the best compared isomer or geometry (same formula, charge and spin): 0.642 eV
electronic energy: -29222.010 eV
total charge: 0
E_HOMO: -9.0 eV
SMILES: ClC=C=C=CCl
F_max: 2.336 eV/A

Atoms and positions in Å:
Cl1 -2.344 1.929 -0.574
C1 -1.712 0.328 -0.750
C2 -0.530 0.022 -0.309
C3 0.545 -0.453 0.210
C4 1.728 -0.666 0.685
Cl2 2.509 0.739 1.274
H1 -2.496 -0.227 -1.154
H2 2.300 -1.673 0.618

---

A structure of composition C22H28AsClCoN2O4PS at a distorted geometry. Source: the OMol25 dataset; level of theory: ωB97M-V/def2-TZVPD.

## Properties
energy relative to the best compared isomer or geometry (same formula, charge and spin): 0.391 eV
electronic energy: -165536.730 eV
total charge: +2
E_HOMO (spin up / spin down): -11.9 / -13.7 eV
<S²>: 6.054
2S+1: 5
F_max: 2.364 eV/A

Atoms and positions in Å:
Co1 0.092 0.474 -0.823
Cl1 0.356 -6.121 -3.563
C1 0.010 -4.599 -2.903
C2 -1.318 -4.228 -2.679
C3 -1.578 -3.006 -2.107
C4 -0.534 -2.119 -1.747
O1 -0.834 -1.008 -1.184
C5 0.844 -2.490 -2.015
C6 1.927 -1.641 -1.691
N1 1.772 -0.428 -1.083
C7 2.790 0.246 -0.575
C8 4.122 -0.226 -0.369
C9 5.063 0.621 0.165
C10 4.759 1.945 0.494
C11 3.446 2.462 0.305
C12 3.059 3.779 0.593
C13 1.750 4.150 0.375
C14 0.831 3.223 -0.097
N2 1.171 1.958 -0.372
C15 2.459 1.600 -0.195
C16 1.077 -3.731 -2.586
H1 -2.123 -4.893 -2.957
H2 -2.598 -2.690 -1.929
H3 2.924 -1.952 -1.981
H4 4.383 -1.247 -0.609
H5 6.065 0.251 0.341
H6 5.523 2.591 0.907
H7 3.784 4.487 0.975
H8 1.418 5.160 0.571
H9 -0.197 3.502 -0.260
H10 2.093 -4.045 -2.790
C17 -1.806 -2.351 3.180
As1 -0.412 -1.037 3.469
C18 -1.151 0.504 4.378
C19 0.857 -1.841 4.679
S1 0.676 -0.530 1.699
H11 -2.068 -2.794 4.140
H12 -1.423 -3.121 2.515
H13 -2.686 -1.889 2.739
H14 -1.451 0.217 5.384
H15 -2.009 0.895 3.834
H16 -0.377 1.266 4.432
H17 0.353 -2.117 5.605
H18 1.647 -1.125 4.890
H19 1.282 -2.726 4.213
C20 -3.252 3.728 -1.764
O2 -2.013 3.061 -1.415
P1 -1.926 1.494 -1.195
O3 -3.064 1.266 -0.107
C21 -3.234 0.051 0.627
O4 -2.633 0.839 -2.474
C22 -1.959 0.817 -3.739
H20 -2.981 4.605 -2.344
H21 -3.771 4.025 -0.857
H22 -3.889 3.072 -2.352
H23 -4.162 0.153 1.183
H24 -2.398 -0.086 1.315
H25 -3.298 -0.809 -0.038
H26 -2.053 1.780 -4.239
H27 -2.436 0.050 -4.343
H28 -0.897 0.578 -3.623

---

An isolated molecule of C4H6O2. Source: the OMol25 dataset; level of theory: ωB97M-V/def2-TZVPD.

## Properties
energy relative to the best compared isomer or geometry (same formula, charge and spin): 2.202 eV
electronic energy: -8338.259 eV
total charge: 0
E_HOMO: -9.6 eV
SMILES: C1O[C@H]2C[C@H]2O1
F_max: 0.609 eV/A

Atoms and positions in Å:
C1 -1.436 -0.014 -0.043
O1 -0.598 -1.133 -0.161
C2 0.626 -0.754 0.414
C3 1.536 0.005 -0.499
C4 0.605 0.748 0.422
O2 -0.617 1.137 -0.149
H1 -1.953 -0.014 0.926
H2 -2.147 -0.002 -0.849
H3 0.965 -1.366 1.256
H4 2.603 0.025 -0.281
H5 1.310 0.037 -1.555
H6 0.959 1.366 1.227